C6H8N3O | ωB97M-V with the def2-TZVPD basis set

Calculated values
lowest unoccupied orbital energy (spin up / spin down) = 0.1333 / 0.1333 Eh
spin multiplicity = 1
frontier orbital gap (spin up / spin down) = 6.5 / 6.5 eV
total energy = -12863.3112 eV
ΔE to the lowest compared entry with this formula, charge and spin = 97.3 kcal/mol
charge = -1
molar mass = 138.150 g mol⁻¹

Geometry (Å):
O: -3.952 -0.302 -0.617
N: -2.767 -0.240 -0.020
N: 1.717 1.127 -0.191
N: -2.388 2.166 0.264
C: -2.209 0.940 -0.014
C: 0.431 -0.840 0.236
C: -2.086 -1.418 0.207
C: -0.769 -1.692 0.317
C: 3.034 0.514 -0.377
C: 0.576 0.482 0.185
H: 3.672 0.946 0.321
H: 3.067 -0.569 -0.119
H: 1.686 2.032 0.241
H: -1.588 2.731 0.040
H: -2.710 -2.221 0.146
H: 3.568 0.643 -1.302
H: 1.359 -1.598 0.306
H: -0.641 -2.702 0.377